Entry 1:
Here is a cluster of 2 separate species, C5H10O in total from the OMol25 dataset. Energies are from ωB97M-V with the def2-TZVPD basis set.

Geometry as XYZ:
```
16
Properties=species:S:1:pos:R:3:forces:R:3
C 1.36900 -0.39514 1.71501 -0.685 0.087 0.422
C 0.01063 0.12553 2.12439 0.483 0.422 0.453
C -0.49770 1.30976 1.82114 -0.317 0.180 -0.117
H 1.26659 -1.17055 0.95554 0.209 -0.001 -0.065
H 2.03511 0.40518 1.39818 -0.069 -0.064 -0.258
H 1.79238 -0.85158 2.60640 0.287 -0.168 -0.055
H -0.50462 -0.45105 2.88832 -0.127 -0.213 -0.259
H -1.43592 1.64768 2.24469 -0.039 -0.144 0.036
H -0.04118 2.02004 1.14455 0.274 -0.107 -0.103
O 0.11322 0.48238 -2.73738 -0.153 -0.082 0.175
C 0.08080 -0.24557 -1.77468 0.067 0.370 -0.593
C -1.14651 -0.93883 -1.28176 -0.066 -0.325 -0.115
H 1.02889 -0.44160 -1.25051 0.016 -0.139 0.299
H -1.35647 -0.67927 -0.24498 0.039 0.061 0.045
H -0.95707 -2.01544 -1.31660 0.010 -0.032 0.097
H -2.00455 -0.72687 -1.91765 0.069 0.153 0.038
```
Positions in Å, forces in eV/Å.

- max |F| (eV/A) = 0.8
- net charge = 0
- Kohn-Sham gap (eV) = 10.861
- ΔE to the lowest compared entry with this formula, charge and spin (kcal/mol) = 32.1
- E_HOMO (eV) = -9.820

Atom charges from the Mulliken analysis, given in e for atoms 1 to 5: C -0.974; C 0.075; C -0.742; H 0.158; H 0.336

---

Entry 2:
Here is the molecule C5H10O from the OMol25 dataset. Energies are from ωB97M-V with the def2-TZVPD basis set.

Geometry as XYZ:
```
16
Properties=species:S:1:pos:R:3:forces:R:3
O -0.83550 -0.23419 1.92197 -0.034 -0.123 -0.032
C -0.91488 0.10991 -1.05606 -0.017 -0.220 -0.134
C -0.53141 -0.71722 -2.02532 0.004 0.025 0.161
C 0.48885 -0.53590 1.48321 0.219 -0.079 -0.052
C 1.03670 0.52239 0.51749 0.115 0.070 0.033
C -0.02985 1.13930 -0.39944 0.008 0.057 0.011
H -1.40265 -0.98220 1.70384 0.110 0.206 0.072
H -1.92508 0.02830 -0.65517 0.108 0.003 -0.157
H -1.19619 -1.46955 -2.44109 0.037 0.149 0.078
H 0.48049 -0.69698 -2.42588 -0.110 0.083 0.014
H 0.51561 -1.51474 0.98950 -0.098 0.130 0.087
H 1.13890 -0.59242 2.36579 -0.072 -0.054 -0.142
H 1.52891 1.33103 1.07030 -0.118 -0.086 -0.016
H 1.82157 0.04767 -0.08698 -0.130 0.050 0.086
H -0.64665 1.81512 0.19963 0.049 -0.095 -0.120
H 0.47116 1.74947 -1.16180 -0.072 -0.114 0.109
```
Positions in Å, forces in eV/Å.

- max |F| (eV/A) = 0.3
- net charge = 0
- Kohn-Sham gap (eV) = 10.544
- ΔE to the lowest compared entry with this formula, charge and spin (kcal/mol) = 26.7
- E_HOMO (eV) = -9.584

Atom charges from the Mulliken analysis, given in e for atoms 1 to 5: O -0.532; C -0.174; C -0.746; C -0.459; C -0.569

---

Entry 3:
Here is the molecule C5H10O from the OMol25 dataset. Energies are from ωB97M-V with the def2-TZVPD basis set.

Geometry as XYZ:
```
16
Properties=species:S:1:pos:R:3:forces:R:3
C -1.87125 0.71881 0.03038 0.014 -0.088 0.090
C -0.52510 0.06185 0.17060 0.198 0.102 -0.058
C -0.32388 -1.41813 -0.08551 -0.225 0.057 -0.345
O 0.65913 -1.92429 0.80133 -0.007 -0.168 0.185
C 0.57277 0.81207 0.33948 -0.141 0.058 -0.209
C 1.84202 0.57573 -0.42878 0.100 -0.013 0.054
H -1.94313 1.63141 0.62431 0.004 -0.064 0.079
H -2.73607 0.08324 0.21295 0.046 -0.109 0.196
H -1.92452 1.03912 -1.01711 -0.195 -0.034 0.088
H 0.54213 -1.43107 1.62444 0.149 -0.140 -0.084
H 0.05163 -1.63482 -1.09221 -0.120 0.059 -0.007
H -1.26562 -1.97462 0.03620 0.046 0.219 -0.047
H 0.48789 1.77824 0.82021 -0.235 0.321 -0.291
H 2.74541 0.28133 0.10067 -0.049 -0.049 0.223
H 2.03826 1.54168 -0.90608 0.208 -0.114 -0.029
H 1.65034 -0.14056 -1.23090 0.208 -0.037 0.157
```
Positions in Å, forces in eV/Å.

- max |F| (eV/A) = 0.5
- net charge = 0
- Kohn-Sham gap (eV) = 9.683
- ΔE to the lowest compared entry with this formula, charge and spin (kcal/mol) = 35.6
- E_HOMO (eV) = -8.711

Atom charges from the Mulliken analysis, given in e for atoms 1 to 5: C -1.339; C 0.668; C -0.723; O -0.479; C -0.351

---

Entry 4:
Here is the molecule C5H10O from the OMol25 dataset. Energies are from ωB97M-V with the def2-TZVPD basis set.

Geometry as XYZ:
```
16
Properties=species:S:1:pos:R:3:forces:R:3
C -1.81003 1.28372 -0.72684 -0.014 0.103 -0.089
C -1.31832 -0.11342 -0.37130 -0.079 -0.101 -0.030
C 0.10989 -0.37252 -0.73453 0.204 -0.159 0.147
C 1.12917 -0.43291 0.11540 -0.319 0.088 -0.004
C 1.13108 -0.05834 1.56701 -0.019 -0.012 0.070
O 2.34873 -0.85395 -0.34619 0.295 0.044 0.134
H -2.89028 1.37995 -0.57056 0.167 0.030 0.006
H -1.29366 2.04639 -0.13395 -0.088 -0.076 -0.105
H -1.59928 1.47060 -1.78361 -0.057 0.150 0.086
H -1.50661 -0.33092 0.68934 0.018 0.010 -0.273
H 0.31616 -0.63171 -1.77244 0.013 0.030 0.149
H -1.88518 -0.83594 -0.96555 -0.254 -0.012 0.247
H 1.85241 0.75412 1.72630 -0.135 -0.083 -0.009
H 1.45039 -0.90445 2.18927 -0.080 0.068 -0.064
H 0.15533 0.28046 1.91776 0.133 -0.057 -0.075
H 2.92151 -0.93355 0.42284 0.214 -0.024 -0.189
```
Positions in Å, forces in eV/Å.

- max |F| (eV/A) = 0.4
- net charge = 0
- Kohn-Sham gap (eV) = 9.288
- ΔE to the lowest compared entry with this formula, charge and spin (kcal/mol) = 15.7
- E_HOMO (eV) = -8.361

Atom charges from the Mulliken analysis, given in e for atoms 1 to 5: C -1.003; C -0.518; C -0.432; C 0.679; C -1.361

---

Entry 5:
Here is the molecule C5H10O from the OMol25 dataset. Energies are from ωB97M-V with the def2-TZVPD basis set.

Geometry as XYZ:
```
16
Properties=species:S:1:pos:R:3:forces:R:3
C 1.26586 -0.85266 -1.05252 0.140 0.020 -0.034
C 0.46640 -0.00480 -0.08200 -0.153 -0.333 0.201
C 1.02745 0.11012 1.29449 -0.057 -0.188 0.288
C -0.78141 0.38811 -0.38792 0.271 -0.011 0.342
O -0.97131 0.79759 -1.68228 -0.084 -0.235 -0.201
C -1.99386 0.38569 0.49926 0.139 0.152 0.050
H 0.78781 -0.99071 -2.02940 0.076 0.171 0.214
H 1.28640 -1.85148 -0.58470 0.175 0.160 -0.161
H 2.30907 -0.55648 -1.20358 -0.093 0.103 0.015
H -0.04013 1.00950 -1.85723 -0.592 0.182 -0.970
H 0.97865 -0.84317 1.82583 0.127 -0.010 0.283
H 0.51663 0.89109 1.86843 0.033 -0.282 0.011
H 2.08501 0.40831 1.22856 -0.241 -0.142 0.045
H -1.91772 -0.43943 1.21874 -0.014 0.309 -0.101
H -2.11819 1.32428 1.04506 -0.075 -0.010 -0.014
H -2.90067 0.22404 -0.10073 0.346 0.114 0.032
```
Positions in Å, forces in eV/Å.

- max |F| (eV/A) = 1.2
- net charge = 0
- Kohn-Sham gap (eV) = 8.712
- ΔE to the lowest compared entry with this formula, charge and spin (kcal/mol) = 31.2
- E_HOMO (eV) = -7.789

Atom charges from the Mulliken analysis, given in e for atoms 1 to 5: C -1.231; C 0.287; C -1.434; C 0.838; O -0.556

---

Entry 6:
Here is a cluster of 2 separate species, C5H10O in total from the OMol25 dataset. Energies are from ωB97M-V with the def2-TZVPD basis set.

Geometry as XYZ:
```
16
Properties=species:S:1:pos:R:3:forces:R:3
C 0.14543 0.42676 -2.17424 0.118 0.180 -0.204
O -0.17164 -0.62542 -1.28617 -0.086 -0.102 0.098
C -1.37263 -0.50370 -0.67367 -0.298 -0.166 0.151
C -1.81384 -1.37914 0.22361 0.024 0.060 -0.204
C 0.92657 0.08005 1.76535 0.133 0.132 0.034
C 1.90375 0.96971 1.89087 -0.110 -0.115 -0.001
H 0.30202 1.36763 -1.63154 -0.015 -0.125 -0.078
H 1.06924 0.14139 -2.67957 -0.112 0.081 0.070
H -0.64556 0.56107 -2.92444 0.124 -0.006 0.113
H -1.97620 0.35422 -0.97569 0.138 -0.077 0.036
H -2.79577 -1.23779 0.65559 0.112 -0.033 -0.006
H -1.22539 -2.24630 0.50604 -0.076 0.133 -0.004
H 1.13182 -0.95866 1.51862 -0.047 0.152 0.025
H -0.11774 0.35311 1.89218 0.176 -0.057 -0.014
H 1.69387 2.00890 2.13233 0.065 -0.137 -0.032
H 2.94606 0.68817 1.76074 -0.146 0.077 0.015
```
Positions in Å, forces in eV/Å.

- max |F| (eV/A) = 0.4
- net charge = 0
- Kohn-Sham gap (eV) = 9.930
- ΔE to the lowest compared entry with this formula, charge and spin (kcal/mol) = 54.0
- E_HOMO (eV) = -8.837

Atom charges from the Mulliken analysis, given in e for atoms 1 to 5: C -0.707; O -0.320; C 0.061; C -0.708; C -0.446